(a)
C5H14N2 | wB97M-V/def2-TZVPD

Geometry (Å):
C1 0.99 0.40 2.31
N1 1.08 -0.46 1.16
C2 -0.18 -1.06 0.52
C3 -0.36 -0.11 -0.62
C4 0.64 -0.24 -1.77
C5 -0.67 1.35 -0.30
N2 -1.82 -0.81 -1.06
H1 1.84 0.23 2.97
H2 0.09 0.16 2.89
H3 0.94 1.47 2.09
H4 1.91 -0.33 0.59
H5 -0.98 -1.00 1.25
H6 0.07 -2.06 0.17
H7 1.57 0.28 -1.55
H8 0.87 -1.29 -1.97
H9 0.22 0.19 -2.68
H10 -1.11 1.82 -1.18
H11 0.24 1.90 -0.08
H12 -1.37 1.41 0.52
H13 -1.66 -1.67 -1.56
H14 -2.30 -0.19 -1.70

Output
SMILES   CNCC(C)(C)N
Net charge   0
Kohn-Sham gap   0.32441 Eh

These are the Löwdin partial charges, in e, on atoms 1 to 2:
1. C -0.159
2. N -0.127

***

(b)
C5H14N2 | wB97M-V/def2-TZVPD

Geometry (Å):
C1 1.61 1.08 0.22
N1 0.22 0.70 0.77
N2 1.64 1.45 -1.14
H1 1.27 2.38 -1.30
H2 -0.42 1.50 0.71
H3 0.32 0.44 1.76
H4 1.10 0.80 -1.73
H5 1.97 1.89 0.86
H6 2.22 0.19 0.40
C2 0.43 -1.59 -0.21
C3 -1.66 -0.91 0.98
C4 -0.58 -0.44 -0.02
C5 -1.13 0.15 -1.27
H7 -2.30 -1.63 0.48
H8 -1.24 -1.40 1.87
H9 1.19 -1.34 -0.94
H10 -0.13 -2.43 -0.63
H11 0.90 -1.94 0.72
H12 -2.29 -0.07 1.29
H13 -2.19 -0.05 -1.40
H14 -0.94 1.22 -1.41

Output
Net charge   0
Kohn-Sham gap   0.22004 Eh

These are the Löwdin partial charges, in e, on atoms 1 to 2:
1. C -0.239
2. N 0.072

***

(c)
C5H14N2 | wB97M-V/def2-TZVPD

Geometry (Å):
C1 3.45 -0.98 -1.72
N1 2.45 -0.63 -2.74
C2 1.35 -0.22 -2.31
N2 0.93 -0.03 -0.95
H1 4.44 -0.97 -2.18
H2 3.26 -1.98 -1.33
H3 3.46 -0.26 -0.90
H4 0.59 0.10 -3.03
H5 0.74 0.97 -0.84
H6 0.00 -0.43 -0.85
C3 -0.88 -0.21 2.08
C4 -2.06 -0.02 1.13
C5 -2.74 1.34 1.27
H7 -0.49 0.72 2.48
H8 -0.07 -0.78 1.62
H9 -1.18 -0.78 2.96
H10 -2.79 -0.82 1.31
H11 -1.79 -0.12 0.08
H12 -3.69 1.34 0.74
H13 -2.89 1.62 2.32
H14 -2.09 2.13 0.88

Output
SMILES   C/N=C\N.CCC
Net charge   0
Kohn-Sham gap   0.38432 Eh

These are the Löwdin partial charges, in e, on atoms 1 to 2:
1. C -0.140
2. N -0.006

***

What is the least stable structure shown above? It is (b).